No. 1
A molecular structure, C54H43Cl5IKN5O2P2 in a non-equilibrium geometry, computed with the ωB97M-V functional and the def2-TZVPD basis.

Last column: Mulliken charge in e.
Geometry (Å):
1 K -0.292 -0.309 -0.614  3.9011
2 C -0.219 3.038 3.166  -1.7077
3 N -0.255 1.946 2.205  0.7992
4 P -1.663 1.500 1.349  0.7062
5 C -2.750 0.791 2.644  0.6051
6 C -2.529 0.768 4.015  -0.9300
7 C -3.431 0.142 4.862  -0.6539
8 C -4.560 -0.472 4.351  -0.9234
9 C -4.779 -0.476 2.980  -0.6829
10 C -3.875 0.143 2.137  -0.3426
11 C -2.522 3.117 1.172  1.1359
12 C -1.794 4.175 0.631  -0.4997
13 C -2.406 5.376 0.325  -0.9093
14 C -3.761 5.543 0.558  -0.6672
15 C -4.494 4.499 1.092  -0.7316
16 C -3.885 3.293 1.385  -0.7647
17 P 1.158 1.320 1.435  1.1873
18 C 2.150 2.890 1.373  0.3435
19 C 2.069 3.587 0.171  -0.1933
20 C 2.756 4.771 -0.014  -0.7879
21 C 3.557 5.268 1.000  -0.7109
22 C 3.668 4.569 2.191  -0.6835
23 C 2.971 3.390 2.380  -0.4123
24 C 2.031 0.553 2.841  -0.0863
25 C 3.388 0.268 2.701  -0.2726
26 C 4.056 -0.445 3.672  -0.6429
27 C 3.379 -0.882 4.802  -0.7586
28 C 2.030 -0.609 4.946  -0.5084
29 C 1.357 0.096 3.966  -0.9715
30 H -1.236 3.263 3.495  0.6398
31 H 0.201 3.955 2.739  0.1585
32 H 0.387 2.767 4.036  0.3211
33 H -1.654 1.239 4.437  0.2045
34 H -3.251 0.140 5.931  0.4128
35 H -5.266 -0.959 5.012  0.3442
36 H -5.651 -0.970 2.576  0.5342
37 H -4.020 0.120 1.065  0.2504
38 H -0.736 4.052 0.448  0.1399
39 H -1.826 6.182 -0.105  0.4576
40 H -4.247 6.481 0.326  0.3661
41 H -5.553 4.626 1.276  0.4312
42 H -4.479 2.486 1.790  0.3250
43 H 1.458 3.181 -0.623  0.2165
44 H 2.672 5.304 -0.949  0.4843
45 H 4.099 6.193 0.868  0.3721
46 H 4.301 4.953 2.979  0.4336
47 H 3.065 2.854 3.315  0.3805
48 H 3.903 0.608 1.812  0.5311
49 H 5.107 -0.672 3.553  0.3843
50 H 3.900 -1.438 5.569  0.3376
51 H 1.502 -0.963 5.821  0.4196
52 H 0.294 0.272 4.050  0.2435
53 Cl -4.436 -1.740 -1.531  -0.1596
54 C -3.781 -0.315 -2.275  -0.5192
55 C -2.659 0.255 -1.687  -0.5217
56 C -2.217 1.387 -2.366  0.6924
57 Cl -0.825 2.198 -1.756  0.0262
58 C -2.809 1.919 -3.504  -0.0710
59 Cl -2.183 3.343 -4.263  -0.2061
60 C -3.919 1.283 -4.046  0.4426
61 Cl -4.670 1.905 -5.471  -0.2350
62 C -4.417 0.145 -3.420  -0.2408
63 Cl -5.787 -0.674 -4.099  -0.2205
64 C 2.206 -3.482 2.224  -1.2845
65 C 3.230 -3.744 1.328  -1.1692
66 C 3.434 -2.878 0.274  -0.6167
67 C 2.624 -1.749 0.106  0.8227
68 C 1.592 -1.443 1.009  0.5789
69 C 1.411 -2.364 2.041  -0.8418
70 C 2.900 -0.933 -1.079  0.2054
71 C 4.237 -0.562 -1.378  -0.5718
72 C 4.518 0.048 -2.563  -1.5544
73 C 3.467 0.325 -3.466  1.1571
74 C 3.669 0.910 -4.728  -0.8741
75 C 2.606 1.207 -5.536  -0.6854
76 C 1.302 0.909 -5.114  -0.9084
77 C 1.077 0.302 -3.909  -0.0305
78 C 2.149 -0.008 -3.048  -0.8002
79 N 1.900 -0.633 -1.881  0.8687
80 H 2.039 -4.147 3.065  0.3827
81 H 3.861 -4.618 1.448  0.3117
82 H 4.208 -3.097 -0.454  0.4312
83 H 0.624 -2.179 2.764  0.6378
84 H 5.012 -0.772 -0.655  0.5649
85 H 5.531 0.321 -2.832  0.3901
86 H 4.682 1.115 -5.049  0.4001
87 H 2.764 1.661 -6.504  0.3818
88 H 0.471 1.156 -5.758  0.4749
89 H 0.076 0.041 -3.599  0.3793
90 N 1.135 -6.978 -4.540  -0.3558
91 C 0.543 -5.898 -5.128  0.2174
92 O 0.364 -5.856 -6.331  -0.6268
93 C 0.143 -4.815 -4.201  0.9716
94 C -0.936 -3.991 -4.547  -0.9967
95 C -1.343 -3.014 -3.663  -0.5117
96 N -0.751 -2.801 -2.491  0.0961
97 C 0.307 -3.546 -2.181  -0.0685
98 C 0.793 -4.553 -2.988  -1.2487
99 H 1.379 -7.758 -5.127  0.2238
100 H 1.170 -7.094 -3.543  0.1846
101 H -1.436 -4.158 -5.488  0.4854
102 H -2.183 -2.367 -3.883  0.4330
103 H 0.780 -3.317 -1.234  0.3585
104 H 1.670 -5.110 -2.688  0.4776
105 N -2.052 -2.942 0.065  0.4622
106 C -1.857 -2.249 1.184  -0.3754
107 O -1.291 -1.175 1.231  0.6065
108 C -2.269 -2.908 2.485  -1.3111
109 I -4.071 -4.051 2.409  -0.0301
110 H -1.769 -2.548 -0.830  -0.8716
111 H -2.652 -3.748 0.033  0.2173
112 H -2.406 -2.146 3.246  0.1482
113 H -1.478 -3.593 2.785  0.6512

DFT total energy (eV): -173859.2503
Charge: -1
HOMO-LUMO gap (eV): 5.46
Max |F| (hartree/bohr): 0.0338
E_HOMO (eV): -3.60

---

No. 2
A molecular structure, C47H43N10S3Yb in a non-equilibrium geometry, computed with the ωB97M-V functional and the def2-TZVPD basis.

Last column: Mulliken spin population.
Geometry (Å):
1 Yb -0.021 0.566 -0.218  1.0114
2 C -1.949 -2.102 -1.660  -0.0001
3 N -0.911 -1.206 -2.189  -0.0022
4 C -1.555 -0.285 -3.146  0.0015
5 C -0.704 0.919 -3.566  -0.0008
6 N -0.484 1.931 -2.512  -0.0023
7 C -1.643 2.841 -2.370  0.0004
8 C 0.680 2.752 -2.841  -0.0010
9 C 0.828 3.224 -4.140  -0.0004
10 C 1.880 4.040 -4.506  -0.0002
11 C 2.808 4.416 -3.549  0.0000
12 C 2.654 3.991 -2.250  0.0004
13 C 1.596 3.163 -1.859  0.0017
14 S 1.494 2.788 -0.157  -0.0026
15 C 0.140 -1.981 -2.840  -0.0001
16 C -0.135 -3.156 -3.530  -0.0002
17 C 0.860 -3.908 -4.128  0.0001
18 C 2.180 -3.496 -4.041  -0.0001
19 C 2.476 -2.336 -3.366  0.0000
20 C 1.478 -1.556 -2.771  0.0011
21 S 1.965 -0.064 -2.045  -0.0010
22 H -2.569 -2.539 -2.453  -0.0001
23 H -2.604 -1.542 -0.995  0.0002
24 H -1.484 -2.908 -1.096  -0.0001
25 H -2.490 0.063 -2.697  0.0002
26 H -1.812 -0.834 -4.068  -0.0002
27 H -1.207 1.370 -4.435  -0.0001
28 H 0.276 0.558 -3.889  0.0002
29 H -2.355 2.701 -3.190  0.0001
30 H -1.300 3.878 -2.400  -0.0001
31 H -2.152 2.674 -1.419  -0.0002
32 H 0.092 2.969 -4.887  0.0000
33 H 1.963 4.386 -5.525  0.0000
34 H 3.637 5.056 -3.811  0.0000
35 H 3.348 4.292 -1.481  -0.0001
36 H -1.150 -3.512 -3.620  0.0000
37 H 0.602 -4.810 -4.664  0.0000
38 H 2.969 -4.070 -4.507  0.0000
39 H 3.490 -1.974 -3.290  0.0000
40 C 4.155 -1.469 0.749  -0.0002
41 C 3.171 -0.476 0.651  -0.0006
42 N 1.893 -0.692 0.895  -0.0007
43 C 1.506 -1.934 1.267  -0.0020
44 C 2.432 -3.002 1.421  -0.0002
45 C 3.783 -2.733 1.121  0.0002
46 C 1.980 -4.259 1.857  0.0000
47 C 0.648 -4.446 2.126  0.0000
48 C -0.274 -3.417 1.965  -0.0003
49 C 0.112 -2.152 1.529  -0.0012
50 N -0.761 -1.136 1.255  0.0003
51 C -1.890 -0.982 1.983  -0.0001
52 C -2.039 -1.424 3.306  -0.0003
53 C -3.175 -1.153 4.051  0.0000
54 C -4.237 -0.467 3.510  -0.0001
55 C -4.148 0.018 2.198  0.0002
56 C -5.195 0.753 1.600  0.0000
57 C -5.044 1.219 0.325  0.0000
58 C -3.831 0.989 -0.333  0.0000
59 N -2.812 0.336 0.193  0.0026
60 C -2.964 -0.195 1.428  -0.0018
61 H 5.180 -1.232 0.506  0.0000
62 H 3.436 0.530 0.345  0.0000
63 H 4.505 -3.534 1.202  0.0000
64 H 2.694 -5.059 1.982  0.0000
65 H 0.297 -5.406 2.476  0.0000
66 H -1.317 -3.607 2.168  0.0000
67 H -1.208 -1.929 3.777  0.0000
68 H -3.224 -1.489 5.078  0.0000
69 H -5.130 -0.279 4.087  0.0000
70 H -6.100 0.941 2.161  0.0000
71 H -5.824 1.770 -0.179  0.0000
72 H -3.718 1.347 -1.348  0.0000
73 S 1.248 0.447 3.822  -0.0001
74 C 2.867 0.179 3.810  0.0000
75 N 3.478 -0.898 4.346  0.0000
76 C 4.918 -0.766 4.342  0.0000
77 C 5.136 0.464 3.436  0.0000
78 N 3.801 1.011 3.314  0.0000
79 H 2.992 -1.543 4.942  0.0000
80 H 5.386 -1.670 3.945  0.0000
81 H 5.307 -0.592 5.353  0.0000
82 H 5.543 0.176 2.461  0.0000
83 H 5.810 1.198 3.886  0.0000
84 H 3.564 1.724 2.644  0.0000
85 N -3.521 2.426 9.957  0.0000
86 C -3.131 2.550 8.886  0.0000
87 C -2.654 2.697 7.563  0.0000
88 C -1.890 1.682 6.982  0.0000
89 C -1.447 1.809 5.684  0.0000
90 C -1.777 2.941 4.939  0.0000
91 C -2.511 3.969 5.528  0.0000
92 C -2.945 3.850 6.832  0.0000
93 N -1.432 3.007 3.586  -0.0001
94 C -1.322 4.110 2.779  0.0000
95 C -1.094 3.645 1.522  -0.0003
96 N -1.071 2.274 1.534  -0.0002
97 C -1.269 1.933 2.784  -0.0010
98 H -1.653 0.796 7.552  0.0000
99 H -0.830 1.040 5.249  0.0000
100 H -2.760 4.852 4.962  0.0000
101 H -3.526 4.639 7.288  0.0000
102 H -1.377 5.107 3.156  0.0000
103 H -0.919 4.199 0.620  0.0000
104 H -1.333 0.931 3.150  -0.0001

⟨S²⟩: 0.751
DFT total energy (eV): -128378.6212
Charge: 0
HOMO-LUMO gap (alpha / beta) (eV): 6.25 / 6.25
Max |F| (hartree/bohr): 0.0239
2S+1: 2
E_HOMO (alpha / beta) (eV): -6.39 / -6.39

---

No. 3
3 unconnected molecules or ions with the total composition C3H14NO2S in a non-equilibrium geometry, computed with the ωB97M-V functional and the def2-TZVPD basis.

Last column: Mulliken charge in e.
Geometry (Å):
1 C 0.494 2.206 -0.514  -1.3009
2 C 0.240 0.750 -0.665  -0.1226
3 C 0.983 -0.087 -1.703  -0.6786
4 S -0.203 -1.299 -2.518  -0.1991
5 N 0.408 0.157 0.836  -0.3208
6 H 0.291 2.912 0.348  0.3668
7 H -0.297 2.646 -1.159  0.3664
8 H 1.401 2.634 -0.982  0.3394
9 H -0.749 0.588 -0.771  0.5192
10 H 1.553 0.563 -2.356  0.4531
11 H 1.942 -0.530 -1.289  0.3856
12 H 0.721 -2.031 -3.082  0.1708
13 H 1.488 0.532 1.042  0.4288
14 H -0.312 0.509 1.416  0.2711
15 H 0.212 -0.929 0.880  0.3621
16 H -3.020 0.583 1.463  0.3443
17 H -2.973 -0.301 2.670  0.3304
18 O -2.328 0.280 2.177  -0.6713
19 H 0.715 -3.110 1.038  0.2757
20 H -0.620 -3.370 1.712  0.3115
21 O 0.054 -2.701 1.458  -0.6318

DFT total energy (eV): -19750.4889
Charge: +1
ΔE to the lowest compared entry with this formula, charge and spin (eV): 2.311
HOMO-LUMO gap (eV): 9.86
Max |F| (hartree/bohr): 0.1118
E_HOMO (eV): -12.90

---

No. 4
H4OS2Si in the gas phase in a non-equilibrium geometry, computed with the ωB97M-V functional and the def2-TZVPD basis.

Last column: Mulliken charge in e.
Geometry (Å):
1 S 2.434 0.356 0.356  -0.0923
2 O 0.865 0.590 0.747  -0.3810
3 Si -0.305 -0.597 -0.301  0.6691
4 S -2.207 0.270 0.318  -0.3018
5 H 2.469 0.632 -0.969  0.0963
6 H -0.027 -1.762 0.528  -0.0638
7 H 0.188 -0.644 -1.652  -0.0950
8 H -1.796 1.536 0.435  0.1685

DFT total energy (eV): -31660.0352
Charge: 0
Structure (SMILES): SO[SiH2]S
ΔE to the lowest compared entry with this formula, charge and spin (eV): 0.906
HOMO-LUMO gap (eV): 8.61
Max |F| (hartree/bohr): 0.1007
E_HOMO (eV): -8.55

---

No. 5
C5H8O in the gas phase in a non-equilibrium geometry, computed with the ωB97M-V functional and the def2-TZVPD basis.

Last column: Mulliken charge in e.
Geometry (Å):
1 C 2.615 -0.327 -0.143  -0.9271
2 C 1.244 -0.099 0.098  -0.0652
3 C 0.257 0.560 0.423  -0.2115
4 C -1.088 0.606 -0.159  0.7093
5 C -1.699 -0.792 -0.143  -1.1790
6 O -1.983 1.495 0.479  -0.5114
7 H 3.124 -1.275 -0.040  0.3123
8 H 2.408 -0.102 1.010  0.2160
9 H 3.060 0.322 -0.930  0.2227
10 H -0.932 0.917 -1.205  0.1346
11 H -1.747 -1.167 0.883  0.3006
12 H -2.712 -0.742 -0.546  0.3274
13 H -1.099 -1.484 -0.742  0.3321
14 H -1.447 2.088 1.015  0.3393

DFT total energy (eV): -7357.9899
Charge: 0
Structure (SMILES): CC#C[C@@H](C)O
ΔE to the lowest compared entry with this formula, charge and spin (eV): 4.265
HOMO-LUMO gap (eV): 9.73
Max |F| (hartree/bohr): 0.0568
E_HOMO (eV): -9.14

---

No. 6
A gas-phase ion, C5H8F3N2O2S (charge +1) in a non-equilibrium geometry, computed with the ωB97M-V functional and the def2-TZVPD basis.

Last column: Mulliken charge in e.
Geometry (Å):
1 C -1.081 0.928 -1.693  -0.3559
2 N -1.557 1.489 -0.624  0.1216
3 C -0.930 1.605 0.565  -0.4365
4 N 0.353 1.275 0.679  0.0419
5 C 0.918 0.375 -0.122  -0.3867
6 C 2.402 0.488 -0.187  0.3927
7 F 2.702 1.726 -0.538  -0.2778
8 F 2.952 0.347 1.020  -0.2193
9 F 2.881 -0.317 -1.163  -0.2236
10 S 0.183 -1.284 -0.301  1.4184
11 C 1.263 -2.328 0.764  -1.0284
12 O 0.232 -1.664 -1.668  -0.5878
13 O -1.024 -1.167 0.400  -0.6154
14 H -1.619 1.166 -2.696  0.3470
15 H -0.122 0.419 -1.796  0.5898
16 H -2.426 1.861 -0.818  0.2390
17 H -1.315 2.073 1.355  0.4926
18 H 0.780 1.742 1.448  0.3153
19 H 0.971 -3.264 0.376  0.4529
20 H 2.207 -1.926 0.707  0.3859
21 H 0.724 -2.228 1.811  0.3342

DFT total energy (eV): -31366.3052
Charge: +1
Structure (SMILES): C=[NH+]/C=[NH+]\C(C(F)(F)F)=[S@](C)(=O)[O-]
ΔE to the lowest compared entry with this formula, charge and spin (eV): 2.304
HOMO-LUMO gap (alpha / beta) (eV): 7.46 / 7.58
Max |F| (hartree/bohr): 0.1005
E_HOMO (alpha / beta) (eV): -13.20 / -13.28

---

No. 7
2 unconnected molecules or ions with the total composition C5H9ClN4P in a non-equilibrium geometry, computed with the ωB97M-V functional and the def2-TZVPD basis.

Last column: Mulliken charge in e.
Geometry (Å):
1 C -1.373 -0.868 -0.432  0.3155
2 C -1.990 0.518 -0.157  0.1714
3 C 0.836 -1.466 -1.094  -0.0876
4 C -3.531 -0.855 0.539  -0.5190
5 C 0.227 0.899 -0.914  -0.4236
6 N -3.228 0.416 0.221  -0.4314
7 N -1.115 1.493 -0.683  -0.1231
8 N -0.020 -0.574 -0.906  0.1627
9 N 4.160 0.659 1.473  -0.7122
10 P -2.311 -2.178 -0.097  -0.0063
11 Cl -1.326 3.033 0.240  -0.0020
12 H 0.534 -2.538 -1.400  0.2433
13 H 1.957 -1.433 -0.833  0.2850
14 H -3.332 -1.038 1.630  0.3338
15 H -4.582 -1.083 0.262  0.4153
16 H 0.420 1.014 -2.028  0.3347
17 H 1.188 1.285 -0.423  0.3164
18 H 4.998 0.222 1.868  0.2456
19 H 4.014 1.427 2.132  0.2428
20 H 4.475 1.067 0.601  0.2387

DFT total energy (eV): -33091.0552
Charge: +1
ΔE to the lowest compared entry with this formula, charge and spin (eV): 0.000
HOMO-LUMO gap (alpha / beta) (eV): 7.53 / 7.53
Max |F| (hartree/bohr): 0.1048
E_HOMO (alpha / beta) (eV): -13.20 / -13.20

---

No. 8
2 unconnected molecules or ions with the total composition C16H23FN2O8P in a non-equilibrium geometry, computed with the ωB97M-V functional and the def2-TZVPD basis.

Last column: Mulliken charge in e.
Geometry (Å):
1 C 3.169 -5.231 3.203  -1.1960
2 C 1.764 -5.600 2.538  0.4673
3 F 2.079 -6.185 1.234  -0.3139
4 C 0.843 -4.305 2.223  0.4355
5 C -0.538 -4.421 1.478  -0.8809
6 C -1.421 -3.178 1.123  0.6859
7 C -2.818 -3.274 0.331  -0.5765
8 C -4.084 -2.956 1.261  0.5483
9 O -5.155 -2.498 0.826  -0.5057
10 O -3.988 -3.258 2.648  -0.4899
11 C -0.899 -1.793 1.565  0.1358
12 C 0.462 -1.694 2.306  -0.2856
13 C 1.351 -2.900 2.665  -0.4318
14 C 0.721 -0.151 2.592  0.2378
15 O 1.800 0.341 2.963  -0.5005
16 N -0.585 0.446 2.282  0.2853
17 P -0.743 2.199 2.283  0.5971
18 O 0.303 2.918 3.152  -0.6433
19 O -0.766 2.881 0.721  -0.4148
20 O -2.258 2.535 3.028  -0.5411
21 C -1.477 -0.324 1.388  0.3348
22 O -2.409 0.069 0.654  -0.5280
23 H 3.927 -6.079 3.216  0.3253
24 H 2.996 -4.771 4.249  0.3056
25 H 3.634 -4.382 2.571  0.3007
26 H 1.186 -6.383 3.148  0.2734
27 H -0.899 -5.469 1.168  0.3543
28 H -2.963 -4.278 -0.200  0.4235
29 H -2.778 -2.433 -0.457  0.2225
30 H -3.279 -2.730 3.084  0.3507
31 H 2.314 -2.694 3.229  0.3249
32 H -0.018 2.490 0.206  0.3056
33 H -2.016 2.508 3.991  0.3541
34 C 1.229 4.734 -5.012  -1.4399
35 C 0.054 3.866 -4.584  0.2000
36 C -0.378 4.099 -3.132  -0.7078
37 O 0.551 3.480 -2.243  -0.3185
38 C 1.539 4.371 -1.715  -0.7299
39 N 0.473 2.430 -4.693  -0.2626
40 H 2.165 4.433 -4.537  0.3945
41 H 1.379 4.665 -6.095  0.4254
42 H 1.043 5.783 -4.771  0.3583
43 H -0.787 4.014 -5.266  0.3538
44 H -1.336 3.592 -2.968  0.3577
45 H -0.536 5.157 -2.907  0.4510
46 H 1.192 5.406 -1.671  0.3614
47 H 2.445 4.306 -2.320  0.2823
48 H 1.785 4.040 -0.704  0.2440
49 H 0.991 2.216 -5.548  0.3579
50 H -0.332 1.796 -4.629  0.3649
51 H 1.066 2.212 -3.877  0.3471

DFT total energy (eV): -48322.1007
Charge: +1
HOMO-LUMO gap (eV): 8.11
Max |F| (hartree/bohr): 0.1034
E_HOMO (eV): -11.68